[1]
Density functional theory data (wB97M-V/def2-TZVPD) for a structure of composition C30H28EuN2Si at a distorted geometry.

Structure (ORCA input):
```
! RIJCOSX wB97M-V def2-TZVPD def2/J DEFGRID3
* xyz 1 7
C 0.75 1.34 -0.29
C -0.22 1.77 -1.23
C -1.35 2.26 -0.54
H -0.09 1.78 -2.31
C -1.07 2.18 0.85
C 0.23 1.60 1.01
H 0.78 1.45 1.95
H 1.75 0.94 -0.52
H -2.27 2.65 -0.98
H -1.74 2.57 1.62
Eu -1.32 -0.47 0.12
C -1.74 -2.27 -2.10
H -2.16 -2.12 -1.08
H -1.49 -3.34 -2.12
H -2.59 -2.15 -2.78
Si -0.19 -1.58 -3.38
C 1.63 -1.16 -4.10
C 2.30 0.05 -3.88
H 1.80 0.93 -3.44
C 3.67 0.16 -4.22
H 4.20 1.09 -4.02
C 4.36 -0.93 -4.76
H 5.44 -0.91 -4.92
C 3.64 -2.09 -5.11
H 4.18 -2.93 -5.56
C 2.26 -2.18 -4.84
H 1.69 -3.05 -5.19
C -1.13 -0.05 -4.00
C -0.63 0.64 -5.12
H 0.25 0.27 -5.66
C -1.27 1.81 -5.55
H -0.82 2.36 -6.38
C -2.43 2.27 -4.92
H -2.93 3.18 -5.28
C -2.95 1.57 -3.83
H -3.86 1.92 -3.34
C -2.29 0.44 -3.35
H -2.70 -0.10 -2.50
H 0.40 -1.24 -2.05
H -0.05 -2.77 -4.23
C 0.37 -4.96 0.33
C 0.27 -3.60 0.00
N -0.22 -2.67 0.85
C -0.51 -3.03 2.13
C -0.32 -4.38 2.57
C 0.07 -5.35 1.62
C -0.50 -4.66 3.95
C -0.77 -3.68 4.87
C -0.99 -2.32 4.48
C -1.23 -1.29 5.40
C -1.47 0.00 4.94
C -1.53 0.22 3.55
N -1.28 -0.75 2.65
C -0.94 -2.00 3.08
H 0.70 -5.65 -0.43
H 0.58 -3.24 -0.98
H 0.17 -6.39 1.93
H -0.37 -5.69 4.27
H -0.83 -3.92 5.93
H -1.19 -1.51 6.47
H -1.62 0.84 5.61
H -1.76 1.20 3.15
*
```

Output
E_LUMO (spin up / spin down): -3.50 / -5.44 eV
HOMO-LUMO gap (spin up / spin down): 0.2439 / 0.1127 hartree

Atom charges from the natural (NBO) analysis, given in e for atoms 1 to 5:
1. C -0.37
2. C -0.33
3. C -0.35
4. H 0.23
5. C -0.38


[2]
Density functional theory data (wB97M-V/def2-TZVPD) for a structure of composition C22H38P2Sr at a distorted geometry.

Structure (ORCA input):
```
! RIJCOSX wB97M-V def2-TZVPD def2/J DEFGRID3
* xyz 0 1
P 1.52 1.72 -0.45
P -2.30 -0.89 0.03
C 0.84 0.02 -0.62
C -0.59 -0.40 -0.99
H 1.41 -0.84 -0.18
H 1.28 -0.23 -1.55
H -1.01 0.47 -1.54
H -0.50 -1.28 -1.64
C -1.67 -2.35 1.01
H -1.79 -2.24 2.11
H -0.58 -2.50 0.82
H -2.22 -3.23 0.70
C -2.97 -1.94 -1.36
H -2.54 -2.97 -1.36
H -2.86 -1.46 -2.36
H -4.05 -1.99 -1.05
C 3.09 1.82 0.43
H 3.22 2.90 0.70
H 3.92 1.54 -0.23
H 3.19 1.22 1.36
C 1.43 2.29 -2.15
H 0.49 1.94 -2.61
H 2.30 1.91 -2.70
H 1.46 3.39 -2.05
Sr 0.65 -0.85 1.73
C 0.57 -3.22 -1.32
C 0.96 -3.61 -0.09
C 2.27 -4.13 0.25
C 3.43 -3.30 -0.36
C 3.13 -1.88 -0.67
C 2.89 -1.45 -1.92
C 2.38 -2.36 -2.98
C 1.39 -3.47 -2.53
C 0.38 2.87 0.35
H -0.51 -3.07 -1.54
H 0.24 -4.00 0.64
H 2.39 -5.15 -0.11
H 2.39 -4.17 1.32
H 4.30 -3.36 0.33
H 3.81 -3.88 -1.24
H 3.26 -1.21 0.17
H 3.29 -0.51 -2.30
H 3.18 -2.87 -3.55
H 1.86 -1.79 -3.76
H 0.72 -3.70 -3.39
H 1.98 -4.42 -2.48
H -0.63 2.47 0.24
H 0.48 3.88 -0.05
H 0.69 2.84 1.42
C -3.11 1.56 2.20
C -3.17 2.92 2.47
C -2.55 3.52 3.62
C -2.78 4.84 3.93
C -3.57 5.66 3.13
C -4.15 5.13 1.96
C -3.92 3.80 1.61
H -3.40 1.13 1.23
H -2.83 0.85 2.97
H -1.89 2.90 4.22
H -2.34 5.26 4.82
H -3.77 6.70 3.39
H -4.77 5.75 1.31
H -4.33 3.39 0.65
*
```

Output
energy relative to the best compared isomer or geometry (same formula, charge and spin): 210.1 kcal per mole
E_LUMO (spin up / spin down): -0.18 / -0.72 eV
HOMO-LUMO gap (spin up / spin down): 0.1435 / 0.1154 hartree

Atom charges from the natural (NBO) analysis, given in e for atoms 1 to 5:
1. P 1.53
2. P 0.82
3. C -0.97
4. C -0.72
5. H 0.21


[3]
Density functional theory data (wB97M-V/def2-TZVPD) for the molecule C5H13O4P at a distorted geometry.

Structure (ORCA input):
```
! RIJCOSX wB97M-V def2-TZVPD def2/J DEFGRID3
* xyz 0 1
C -2.40 1.42 1.14
O -1.72 0.75 0.09
P -0.55 -0.30 0.46
O -0.73 -0.88 1.80
O -0.65 -1.36 -0.74
C -1.40 -2.55 -0.51
C 1.42 0.56 0.03
C 1.48 0.84 -1.45
C 2.37 -0.49 0.55
O 2.30 -0.65 1.94
H -3.45 1.47 0.86
H -2.00 2.42 1.27
H -2.29 0.86 2.07
H -2.45 -2.32 -0.37
H -1.03 -3.07 0.38
H -1.27 -3.17 -1.39
H 1.45 1.46 0.64
H 2.38 1.40 -1.69
H 1.48 -0.09 -2.01
H 0.61 1.42 -1.75
H 3.41 -0.20 0.33
H 2.17 -1.44 0.03
H 1.38 -0.84 2.17
*
```

Output
energy relative to the best compared isomer or geometry (same formula, charge and spin): 51.5 kcal per mole
E_LUMO: 0.86 eV
HOMO-LUMO gap: 0.3909 hartree

Atom charges from the natural (NBO) analysis, given in e for atoms 1 to 5:
1. C -0.26
2. O -0.82
3. P 2.24
4. O -1.13
5. O -0.82